{"formula": "C5H13NO", "method": "ωB97M-V with the def2-TZVPD basis set", "species": ["C", "N", "C", "C", "C", "C", "H", "H", "H", "H", "H", "H", "H", "H", "H", "H", "H", "O", "H", "H"], "xyz": [[2.99730, -1.20306, 0.01606], [2.47849, -0.08382, 0.27489], [1.04500, -0.02137, 0.57198], [0.38247, 0.48377, -0.73747], [-0.21063, -0.65844, -1.54841], [-1.64801, -0.99435, -1.12544], [3.79955, -1.34114, -0.71529], [2.71942, -2.18178, 0.44154], [0.49523, -0.93136, 0.83251], [0.99446, 0.77963, 1.31099], [1.11891, 1.02019, -1.33419], [-0.32047, 1.28506, -0.49356], [0.47776, -1.51080, -1.51900], [-0.21693, -0.39252, -2.60950], [-1.73889, -0.91533, -0.04004], [-2.22336, -0.12793, -1.46389], [-2.00880, -1.91399, -1.57302], [-3.71254, 2.11472, 2.09993], [-3.79782, 1.60690, 2.91569], [-2.76062, 2.22167, 1.99622]], "lowdin_charge": [-0.08, -0.03, -0.24, -0.22, -0.28, -0.10, 0.06, 0.07, 0.11, 0.10, 0.10, 0.10, 0.10, 0.10, 0.07, 0.07, 0.07, -0.06, 0.03, 0.03], "lumo_energy_ev": 0.69, "largest_force_ev_per_a": 1.790, "smiles": "C=NCCCC.O", "de_lowest_kj_mol": 212.4, "orbital_gap_ev": 9.99, "multiplicity": 1, "e_homo_ev": -9.3}

{"formula": "C5H13NO", "method": "ωB97M-V with the def2-TZVPD basis set", "species": ["C", "N", "C", "C", "C", "C", "H", "H", "H", "H", "H", "H", "H", "H", "H", "H", "H", "H", "H", "O"], "xyz": [[1.43914, 2.24070, -0.30945], [1.02440, 0.95169, -0.77628], [-0.07603, 0.42860, -0.03959], [0.11025, -0.65218, 0.77910], [-0.87652, -1.44068, 1.68717], [-1.54076, 0.82850, -0.33913], [2.52898, 2.42191, -0.71985], [0.87897, 2.94810, -0.80193], [1.62875, 2.68140, 0.68740], [1.69051, 0.39872, -1.25128], [1.21196, -1.10583, 0.88394], [-1.22777, -0.61268, 2.34813], [-1.77293, -1.71467, 1.14872], [-0.70411, -2.33476, 2.27809], [-1.90763, 1.78080, 0.15772], [-2.18053, 0.11559, 0.09208], [-1.44606, 1.28404, -1.41836], [-0.05660, -3.31858, -1.20978], [0.44462, -2.00944, -1.66853], [0.83136, -2.89122, -1.52818]], "mulliken_spin": [0.01, 0.44, 0.17, 0.27, 0.01, 0.03, 0.00, 0.03, 0.01, -0.02, -0.01, 0.03, 0.01, 0.00, 0.01, 0.01, 0.01, 0.00, 0.00, 0.01], "lumo_energy_ev": [-3.68, -7.86], "largest_force_ev_per_a": 5.653, "de_lowest_kj_mol": 346.4, "orbital_gap_ev": [11.07, 6.74], "s2": 0.764, "multiplicity": 2, "e_homo_ev": [-14.8, -14.6], "total_charge": 1}

{"formula": "C5H13NO", "method": "ωB97M-V with the def2-TZVPD basis set", "species": ["C", "C", "C", "C", "C", "N", "H", "H", "H", "H", "H", "H", "H", "H", "H", "H", "H", "H", "H", "O"], "xyz": [[2.02719, -0.75421, -0.10842], [1.69285, 0.63097, 0.50183], [0.87028, 1.51593, -0.41879], [-0.22005, 0.83133, -1.16853], [-1.50147, 1.17882, -0.76772], [-2.53020, 0.35356, -0.55582], [2.57420, -1.35747, 0.63409], [2.57033, -0.66799, -1.06949], [1.11472, -1.37444, -0.15653], [1.05849, 0.46686, 1.37520], [2.64744, 0.99794, 0.87932], [0.59609, 2.38931, 0.18339], [1.50021, 2.10437, -1.12691], [-0.06907, 0.05748, -1.92014], [-1.68788, 2.24073, -0.60706], [-2.30871, -0.63898, -0.62469], [-3.22409, 0.44688, 0.17752], [-0.98518, -2.70754, 1.85037], [-2.32335, -3.25790, 1.51442], [-1.80179, -2.45568, 1.40797]], "mulliken_spin": [0.01, 0.03, 0.04, 0.46, 0.14, 0.26, 0.00, 0.00, 0.00, -0.01, 0.00, -0.01, 0.08, 0.02, 0.02, -0.02, -0.01, 0.00, 0.00, 0.00], "lumo_energy_ev": [-4.22, -6.50], "largest_force_ev_per_a": 2.691, "de_lowest_kj_mol": 96.3, "orbital_gap_ev": [9.79, 8.71], "s2": 0.760, "multiplicity": 2, "e_homo_ev": [-14.0, -15.2], "total_charge": 1}

{"formula": "C5H13NO", "method": "ωB97M-V with the def2-TZVPD basis set", "species": ["C", "C", "C", "C", "C", "N", "H", "H", "H", "H", "H", "H", "H", "H", "H", "H", "H", "H", "H", "O"], "xyz": [[0.44642, -1.19836, 0.04283], [-0.21453, 0.17199, -0.29723], [-1.72064, -0.06126, -0.32616], [-2.55406, 1.23921, -0.19299], [-2.26647, 0.33573, 1.00866], [1.86832, -1.16181, 0.09411], [0.00813, -1.31576, 1.05464], [-0.00474, -1.92522, -0.65244], [0.17651, 0.64965, -1.19540], [-0.01233, 0.77472, 0.59081], [-1.90686, 0.60456, -2.05589], [-2.11966, -1.03949, -0.64995], [-3.60710, 1.19222, -0.42975], [-2.04857, 2.20696, -0.26680], [-3.10414, -0.17255, 1.45435], [2.27056, -1.52138, 0.94426], [2.38454, -1.47845, -0.71290], [4.82886, 0.55020, 0.68346], [3.35654, 0.87308, 0.38245], [4.21923, 1.27596, 0.52395]], "mulliken_spin": [-0.01, 0.02, -0.01, -0.15, 0.57, 0.00, 0.00, 0.00, 0.01, 0.01, 0.47, 0.03, 0.01, 0.01, 0.05, 0.00, 0.00, 0.00, 0.00, 0.00], "lumo_energy_ev": [-7.92, -7.45], "largest_force_ev_per_a": 4.854, "de_lowest_kj_mol": 693.0, "orbital_gap_ev": [5.28, 5.76], "s2": 0.838, "multiplicity": 2, "e_homo_ev": [-13.2, -13.2], "total_charge": 1}

{"formula": "C5H13NO", "method": "ωB97M-V with the def2-TZVPD basis set", "species": ["C", "N", "C", "C", "C", "C", "H", "H", "H", "H", "H", "H", "H", "H", "H", "H", "H", "H", "H", "O"], "xyz": [[0.78988, 0.84982, -0.60778], [-0.35637, 0.01682, -0.39869], [-1.15036, 0.38659, 0.76657], [-2.29252, -0.64607, 0.67470], [-1.50514, -1.90909, 0.38844], [-0.23734, -1.43280, -0.36798], [0.53161, 1.90163, -0.71662], [1.32786, 0.53706, -1.51160], [1.54339, 0.75169, 0.18573], [-0.66862, 0.22686, 1.74255], [-1.37785, 1.45377, 0.73084], [-3.04283, -0.41081, -0.07280], [-2.77925, -0.84463, 1.63167], [-2.01176, -2.73855, -0.10174], [-1.03525, -2.36561, 1.26497], [0.73041, -1.67655, 0.08080], [-0.03126, -1.74206, -1.41280], [3.27615, 2.69623, -1.31138], [4.60607, 2.40714, -0.48013], [3.68319, 2.53857, -0.48475]], "mulliken_spin": [0.03, 0.73, 0.01, 0.01, 0.00, 0.01, 0.01, 0.01, 0.04, 0.05, 0.01, 0.00, 0.00, 0.00, 0.00, 0.06, 0.04, 0.00, 0.00, 0.00], "lumo_energy_ev": [-2.74, -7.46], "largest_force_ev_per_a": 3.894, "de_lowest_kj_mol": 92.9, "orbital_gap_ev": [12.00, 7.28], "s2": 0.754, "multiplicity": 2, "e_homo_ev": [-14.7, -14.7], "total_charge": 1}

{"formula": "C5H13NO", "method": "ωB97M-V with the def2-TZVPD basis set", "species": ["C", "O", "C", "C", "C", "C", "N", "H", "H", "H", "H", "H", "H", "H", "H", "H", "H", "H", "H", "H"], "xyz": [[-2.02125, -0.87944, -0.24942], [-2.99775, -0.92356, 0.80701], [-0.62494, -1.17934, 0.24213], [0.03288, -0.08706, 1.11501], [0.25286, 1.21563, 0.31077], [2.32902, 0.60750, -0.92131], [0.85697, 0.90125, -0.97225], [-2.00378, 0.17610, -0.57832], [-2.48236, -1.42986, -1.06670], [-2.51162, -1.05047, 1.63879], [-0.55362, -2.16993, 0.69943], [0.02820, -1.20490, -0.63849], [1.05742, -0.41101, 1.33603], [-0.41948, -0.02971, 2.10535], [0.91211, 1.87806, 0.87844], [-0.66539, 1.78420, 0.14639], [2.53819, -0.21460, -0.24015], [2.97721, 1.45950, -0.70724], [2.53095, 0.35998, -1.96854], [0.76439, 1.19765, -1.93694]], "mulliken_spin": [0.00, 0.01, 0.03, 0.06, 0.01, -0.01, 0.83, 0.00, 0.00, 0.00, 0.00, 0.00, 0.00, 0.00, 0.04, 0.00, 0.02, 0.04, 0.00, -0.03], "lumo_energy_ev": [-3.36, -8.11], "largest_force_ev_per_a": 4.235, "de_lowest_kj_mol": 202.5, "orbital_gap_ev": [10.27, 5.49], "s2": 0.755, "multiplicity": 2, "e_homo_ev": [-13.6, -13.6], "total_charge": 1}